C11H25BiN2O5P2 | ωB97M-V with the def2-TZVPD basis set

Each line ends with the Mulliken charge.
Cartesian coordinates (Å):
C (2.16070, -0.67578, -2.74742)  -0.889
C (1.64685, -0.41586, -1.46676)  0.339
N (0.32132, -0.57446, -1.19962)  0.239
C (-0.48732, -1.06371, -2.15067)  0.427
C (-0.02308, -1.41219, -3.42605)  -0.766
C (1.32840, -1.20038, -3.73810)  -0.509
C (2.55519, 0.06766, -0.40883)  -0.913
P (2.06065, -0.31355, 1.27560)  0.656
Bi (-0.71469, 0.07283, 1.43048)  0.902
P (-2.65798, -0.26117, -0.49576)  0.687
C (-1.96553, -1.29780, -1.85018)  -1.122
O (2.73556, 2.62791, -0.59681)  -0.741
O (1.10551, 3.02542, 1.19994)  -0.498
H (3.21398, -0.49088, -2.92017)  0.462
H (-0.72864, -1.82233, -4.14228)  0.428
H (1.71015, -1.44436, -4.71816)  0.431
C (2.61785, -2.03060, 1.51702)  -1.278
C (3.03500, 0.71261, 2.41053)  -1.155
H (-2.56596, -1.10406, -2.75518)  0.484
H (-2.12770, -2.35358, -1.56227)  0.381
H (2.65911, 1.46201, -0.54133)  0.130
H (3.59024, -0.24993, -0.57490)  0.470
C (-4.16484, -1.14000, 0.01217)  -1.291
C (-3.22349, 1.24044, -1.35967)  -1.315
H (0.13199, 2.38628, 1.25854)  -0.292
H (0.90917, 3.84282, 1.69755)  0.266
H (1.92694, 2.96512, 0.18170)  0.423
H (2.46584, 2.94913, -1.47471)  0.346
H (-0.59135, -1.67228, 1.94505)  -0.164
H (-0.92796, 1.87205, 1.39224)  0.142
H (3.71884, -2.06389, 1.49133)  0.381
H (2.25723, -2.39919, 2.48792)  0.377
H (2.21421, -2.67143, 0.71889)  0.345
H (4.09789, 0.66105, 2.13580)  0.395
H (2.68136, 1.75354, 2.37135)  0.248
H (2.90296, 0.32688, 3.43226)  0.415
H (-4.09121, 1.00485, -1.99352)  0.392
H (-3.50927, 1.98959, -0.60733)  0.366
H (-2.40953, 1.64499, -1.97743)  0.379
H (-4.89145, -1.15236, -0.81323)  0.429
H (-3.90562, -2.17101, 0.29119)  0.351
H (-4.59133, -0.63676, 0.89096)  0.386
O (-3.00616, -0.60975, 2.79434)  -0.584
N (-2.63504, 0.00209, 3.86126)  1.082
O (-3.36780, 0.05930, 4.86531)  -0.587
O (-1.46099, 0.56072, 3.85893)  -0.654

Force components x, y, z for each atom (eV/Å):
-0.5263 -0.3973 -0.4757
-0.0725 0.0144 0.3431
0.1039 -0.1825 -0.1269
0.1837 -0.1018 -0.6097
0.2031 0.2803 0.3044
-0.2894 0.3047 0.9989
-0.0671 0.2962 0.0837
-0.2598 -0.2209 -0.4402
0.2913 -3.2854 0.3657
-0.2632 -0.3482 -0.4472
-0.1224 -0.0160 0.0532
-0.9374 2.0532 0.2433
-0.5846 -0.0887 0.1973
-0.0624 -0.0801 -0.0814
0.1950 0.0515 0.0216
0.0548 0.0062 -0.0665
0.3004 -0.1683 0.4317
0.4305 0.0075 0.0772
0.2514 -0.2060 0.1931
0.1290 0.3955 -0.0917
-0.1898 -1.4963 0.0720
-0.0894 -0.0277 -0.1365
-0.2812 -0.0064 -0.1821
-0.2215 0.1229 0.0085
-0.2414 1.3838 0.1119
0.1466 -0.5511 -0.4873
0.7302 -0.3616 -0.3964
0.1515 -0.1588 0.3686
0.1092 -1.6489 0.5459
0.3007 4.2418 0.0365
-0.2421 -0.1043 -0.0122
0.1379 0.0105 -0.3072
0.0525 0.3071 0.2749
-0.1576 0.1006 0.1816
0.1550 -0.4508 -0.0336
0.0537 0.1155 -0.2929
0.2235 0.1315 0.0789
0.0744 -0.1774 -0.3107
-0.2092 -0.0977 0.2149
0.0862 -0.0560 0.2209
-0.0498 0.3496 0.0076
0.1370 -0.2053 -0.2621
0.5983 1.1566 1.0386
-0.5633 -0.1062 0.5824
1.5196 -0.0824 -1.8838
-1.1888 -0.7035 -0.4123

Calculated values
* HOMO energy: -6.02 eV
* spin multiplicity: 1
* HOMO-LUMO gap: 6.30 eV
* molar mass: 536.26 g/mol
* calculated total energy: -49439.2721 eV